1.
The following is a DFT calculation (ωB97M-V with the def2-TZVPD basis set) of C30H46CaN9O4 as an isolated structure.

Summary:
- Molar mass: 636.835 g mol⁻¹
- E_tot: -2642.0411 a.u.
- Relative energy (zero: lowest compared OMol25 entry of this formula, charge and spin): 0.0 kcal per mole
- HOMO-LUMO gap: 7.9 eV
- LUMO level: -1.9 eV
- HOMO: -9.729 eV

Geometry as ORCA input:
```
! RIJCOSX wB97M-V def2-TZVPD def2/J DEFGRID3
* xyz 1 1
Ca 1.03588 -0.27444 -0.73702
C 2.01656 2.70851 -2.10838
C 2.70091 2.58373 -0.75633
O 3.00949 1.24187 -0.40046
C 4.27312 0.71994 -0.80326
C 4.28157 0.30863 -2.26241
O 3.10248 -0.43478 -2.47858
C 2.89934 -0.82946 -3.81722
C 1.56898 -1.55592 -3.86066
O 0.55072 -0.86890 -3.13951
C -0.10685 0.21868 -3.77964
C 0.60934 1.54670 -3.60253
O 1.07051 1.65961 -2.26361
H 2.73767 2.65389 -2.93072
H 1.51224 3.67946 -2.16103
H 2.04203 2.94747 0.02936
H 3.60932 3.19320 -0.75926
H 4.42804 -0.15470 -0.17116
H 5.06270 1.44855 -0.60101
H 5.17259 -0.29543 -2.46758
H 4.30581 1.17778 -2.93191
H 3.69360 -1.50488 -4.15467
H 2.90873 0.05025 -4.47315
H 1.66107 -2.52076 -3.36125
H 1.25200 -1.72197 -4.89382
H -1.09692 0.26306 -3.32713
H -0.22243 0.01446 -4.84818
H -0.09055 2.35832 -3.82950
H 1.46568 1.63603 -4.27909
C 0.10532 1.77029 4.88082
N -0.41828 1.16796 3.66614
C -1.81876 1.46560 3.45027
C 0.41523 0.60108 2.74034
N 0.25837 0.65510 1.43462
C -0.46412 1.73217 0.87715
C -0.14216 3.01931 1.25409
C -0.76683 4.14544 0.69657
C -1.72916 3.97701 -0.24954
C -2.10879 2.67836 -0.67206
C -3.16336 2.57214 -1.61032
C -3.60595 1.35079 -2.01530
C -2.97989 0.19289 -1.53277
C -1.93445 0.23007 -0.63087
N -1.26652 -0.97595 -0.34058
C -1.98800 -2.05828 -0.11403
N -1.52720 -3.28037 -0.47377
C -1.86888 -4.48861 0.25858
C -0.63122 -3.46882 -1.59384
N -3.19807 -2.03641 0.51080
C -4.29959 -2.88016 0.09668
C -3.48457 -1.04506 1.51918
C -1.47377 1.51569 -0.13996
N 1.47614 -0.08025 3.25431
C 2.77028 -0.08860 2.60722
C 1.40427 -0.83579 4.49263
H -0.22548 2.81193 4.92668
H 1.19107 1.75675 4.87939
H -0.25476 1.25854 5.77653
H -2.40277 1.05103 4.27550
H -2.17409 1.03975 2.52392
H -1.98332 2.54688 3.40904
H 0.62437 3.14980 2.00952
H -0.48478 5.13657 1.02876
H -2.23743 4.82829 -0.68434
H -3.62175 3.48129 -1.97804
H -4.42321 1.26511 -2.72007
H -3.29836 -0.77439 -1.90330
H -2.29656 -4.22712 1.22172
H -0.95225 -5.05471 0.43655
H -2.55920 -5.12211 -0.30528
H -1.03620 -4.23967 -2.25650
H 0.36021 -3.78732 -1.26140
H -0.53894 -2.53981 -2.14856
H -4.02639 -3.44076 -0.79413
H -5.16124 -2.25096 -0.14406
H -4.59319 -3.58323 0.88043
H -2.54174 -0.72558 1.94401
H -4.06246 -1.51189 2.31834
H -4.04381 -0.18928 1.12196
H 3.51990 0.34528 3.27868
H 2.73359 0.50307 1.69809
H 3.08195 -1.10738 2.36870
H 0.37024 -0.94517 4.80416
H 1.98505 -0.36406 5.29090
H 1.81335 -1.83236 4.31276
N -0.89936 -2.59207 2.99036
C 0.12374 -2.86892 2.52068
N 1.31906 -3.23553 2.07137
C 1.65354 -2.68883 0.95008
N 2.02755 -2.17763 -0.03914
*
```

Electronic structure analysis, Löwdin charges in units of e: atom 1 (Ca): 1.405, atom 2 (C): -0.149, atom 3 (C): -0.136, atom 4 (O): -0.256, atom 5 (C): -0.141, atom 6 (C): -0.163, atom 7 (O): -0.197, atom 8 (C): -0.163, atom 9 (C): -0.139, atom 10 (O): -0.253, atom 11 (C): -0.133, atom 12 (C): -0.150, atom 13 (O): -0.234, atom 14 (H): 0.121, atom 15 (H): 0.145, atom 16 (H): 0.110, atom 17 (H): 0.144, atom 18 (H): 0.134, atom 19 (H): 0.141, atom 20 (H): 0.145, atom 21 (H): 0.127, atom 22 (H): 0.145, atom 23 (H): 0.127, atom 24 (H): 0.133, atom 25 (H): 0.141, atom 26 (H): 0.117, atom 27 (H): 0.144, atom 28 (H): 0.146, atom 29 (H): 0.121, atom 30 (C): -0.047, atom 31 (N): -0.131, atom 32 (C): -0.033, atom 33 (C): -0.370, atom 34 (N): 0.054, atom 35 (C): -0.269, atom 36 (C): -0.061, atom 37 (C): -0.066, atom 38 (C): -0.039, atom 39 (C): -0.159, atom 40 (C): -0.043, atom 41 (C): -0.067, atom 42 (C): -0.050, atom 43 (C): -0.256, atom 44 (N): 0.034, atom 45 (C): -0.397, atom 46 (N): -0.128, atom 47 (C): -0.053, atom 48 (C): -0.047, atom 49 (N): -0.146, atom 50 (C): -0.049, atom 51 (C): -0.051, atom 52 (C): -0.053, atom 53 (N): -0.141, atom 54 (C): -0.043, atom 55 (C): -0.067, atom 56 (H): 0.094, atom 57 (H): 0.089, atom 58 (H): 0.097, atom 59 (H): 0.106, atom 60 (H): 0.057, atom 61 (H): 0.098, atom 62 (H): 0.124, atom 63 (H): 0.111, atom 64 (H): 0.114, atom 65 (H): 0.114, atom 66 (H): 0.111, atom 67 (H): 0.123, atom 68 (H): 0.081, atom 69 (H): 0.096, atom 70 (H): 0.091, atom 71 (H): 0.100, atom 72 (H): 0.076, atom 73 (H): 0.062, atom 74 (H): 0.089, atom 75 (H): 0.097, atom 76 (H): 0.096, atom 77 (H): 0.048, atom 78 (H): 0.103, atom 79 (H): 0.098, atom 80 (H): 0.099, atom 81 (H): 0.058, atom 82 (H): 0.077, atom 83 (H): 0.084, atom 84 (H): 0.090, atom 85 (H): 0.084, atom 86 (N): 0.162, atom 87 (C): -0.396, atom 88 (N): 0.099, atom 89 (C): -0.397, atom 90 (N): 0.008

---

2.
The following is a DFT calculation (ωB97M-V with the def2-TZVPD basis set) of C30H46ClCsNO7PS as an isolated structure in a non-equilibrium geometry.

Summary:
- Molar mass: 764.097 g mol⁻¹
- E_tot: -2971.8750 a.u.
- Relative energy (zero: lowest compared OMol25 entry of this formula, charge and spin): 47.4 kcal per mole
- HOMO-LUMO gap: 6.1 eV
- LUMO level: 3.8 eV
- HOMO: -2.311 eV

Geometry as ORCA input:
```
! RIJCOSX wB97M-V def2-TZVPD def2/J DEFGRID3
* xyz -2 1
Cs -0.06452 -1.65185 -0.09497
C -6.62429 1.74405 -2.15108
C -5.15513 1.47581 -2.48713
C -4.98857 0.09658 -3.12275
C -4.27691 1.64320 -1.26671
C -4.45977 0.87568 -0.13010
C -3.71494 1.09552 1.01518
C -4.13952 0.35830 2.26402
C -5.27308 1.11611 2.96722
C -4.56390 -1.08378 1.99209
C -2.68582 2.06132 1.03702
C -2.45356 2.82074 -0.13161
C -3.27699 2.59180 -1.23655
C -1.43901 3.94270 -0.39124
C -0.56040 3.57811 -1.60086
C -0.49159 4.35694 0.72259
C -2.16765 2.49983 2.39739
C -2.81592 3.67325 2.81650
C -2.54086 4.31209 4.00877
C -1.57628 3.77292 4.84478
C -0.94781 2.60156 4.46483
C -1.21665 1.91915 3.26974
P -0.23881 0.33484 2.97218
C 1.59204 0.83036 3.24569
C 2.43059 -0.29011 2.60487
C 1.87742 2.10168 2.45379
C 2.11187 1.03130 4.67456
C -0.67674 -0.77739 4.46265
C -2.02998 -1.43564 4.16658
C 0.36048 -1.91038 4.48161
C -0.77325 -0.17744 5.86566
H -7.24082 1.71091 -3.05330
H -6.74813 2.72146 -1.68031
H -7.00183 0.98812 -1.45904
H -4.83481 2.22806 -3.21667
H -5.24569 -0.70057 -2.42311
H -3.95418 -0.07225 -3.42195
H -5.62671 0.00050 -4.00598
H -5.21203 0.09479 -0.12370
H -3.28850 0.35305 2.93794
H -6.14730 1.16716 2.31249
H -4.97984 2.13447 3.22496
H -5.56567 0.59994 3.88676
H -5.56934 -1.12232 1.56382
H -4.59383 -1.64829 2.92682
H -3.88948 -1.58129 1.29375
H -3.12888 3.20800 -2.11775
H -2.04165 4.82038 -0.66353
H 0.20163 2.85510 -1.30168
H -0.03641 4.46759 -1.95724
H -1.12719 3.15575 -2.43059
H 0.01848 3.48803 1.11319
H -0.97665 4.88213 1.54380
H 0.28348 5.00409 0.30597
H -3.55363 4.09814 2.14540
H -3.06482 5.22359 4.27134
H -1.31751 4.24882 5.78323
H -0.20592 2.19107 5.13005
H 2.17956 -0.46832 1.56101
H 2.32987 -1.23866 3.12978
H 3.48529 -0.00114 2.63162
H 1.68160 1.97630 1.38656
H 2.94462 2.33171 2.53252
H 1.32334 2.95898 2.83892
H 1.96995 0.16073 5.31592
H 1.68505 1.90582 5.16743
H 3.18978 1.20830 4.60348
H -2.11569 -1.76489 3.13014
H -2.85634 -0.76260 4.38808
H -2.14606 -2.31287 4.81120
H 0.49085 -2.36868 3.50096
H 0.00918 -2.68773 5.16812
H 1.33833 -1.58188 4.83335
H -1.56909 0.56439 5.93259
H 0.15726 0.27756 6.20673
H -1.01926 -0.98647 6.56354
O 1.26042 -3.46227 1.65729
Cl 2.02745 -3.72412 0.45045
O 1.16604 -4.37129 -0.51582
O 3.14607 -4.57004 0.76346
O 2.47784 -2.46530 -0.09335
O -4.24943 -2.74628 -1.22841
C -3.16994 -2.17267 -1.42704
O -2.44421 -1.53705 -0.61633
H -2.76562 -2.21989 -2.47739
O 3.71907 3.50528 -0.72876
S 3.33575 2.18674 -1.31105
N 2.16080 1.43762 -0.86569
*
```

Electronic structure analysis, Löwdin charges in units of e: atom 1 (Cs): 1.309, atom 2 (C): -0.077, atom 3 (C): -0.380, atom 4 (C): -0.061, atom 5 (C): -0.186, atom 6 (C): 0.013, atom 7 (C): -0.127, atom 8 (C): -0.369, atom 9 (C): -0.047, atom 10 (C): -0.068, atom 11 (C): -0.056, atom 12 (C): -0.105, atom 13 (C): -0.001, atom 14 (C): -0.348, atom 15 (C): -0.067, atom 16 (C): -0.059, atom 17 (C): -0.170, atom 18 (C): -0.073, atom 19 (C): -0.091, atom 20 (C): -0.084, atom 21 (C): -0.117, atom 22 (C): -0.264, atom 23 (P): 1.162, atom 24 (C): -0.669, atom 25 (C): -0.112, atom 26 (C): -0.114, atom 27 (C): -0.100, atom 28 (C): -0.673, atom 29 (C): -0.116, atom 30 (C): -0.104, atom 31 (C): -0.102, atom 32 (H): 0.067, atom 33 (H): 0.075, atom 34 (H): 0.075, atom 35 (H): 0.124, atom 36 (H): 0.066, atom 37 (H): 0.081, atom 38 (H): 0.073, atom 39 (H): 0.120, atom 40 (H): 0.077, atom 41 (H): 0.079, atom 42 (H): 0.062, atom 43 (H): 0.075, atom 44 (H): 0.078, atom 45 (H): 0.071, atom 46 (H): 0.065, atom 47 (H): 0.111, atom 48 (H): 0.130, atom 49 (H): 0.043, atom 50 (H): 0.079, atom 51 (H): 0.063, atom 52 (H): 0.056, atom 53 (H): 0.068, atom 54 (H): 0.086, atom 55 (H): 0.128, atom 56 (H): 0.096, atom 57 (H): 0.095, atom 58 (H): 0.063, atom 59 (H): 0.030, atom 60 (H): 0.055, atom 61 (H): 0.093, atom 62 (H): 0.030, atom 63 (H): 0.091, atom 64 (H): 0.068, atom 65 (H): 0.050, atom 66 (H): 0.064, atom 67 (H): 0.083, atom 68 (H): 0.078, atom 69 (H): 0.068, atom 70 (H): 0.085, atom 71 (H): 0.054, atom 72 (H): 0.085, atom 73 (H): 0.059, atom 74 (H): 0.070, atom 75 (H): 0.057, atom 76 (H): 0.082, atom 77 (O): -0.500, atom 78 (Cl): 0.534, atom 79 (O): -0.427, atom 80 (O): -0.346, atom 81 (O): -0.551, atom 82 (O): -0.091, atom 83 (C): -0.659, atom 84 (O): -0.501, atom 85 (H): 0.108, atom 86 (O): -0.704, atom 87 (S): 0.488, atom 88 (N): -0.501